Record 1
{
  "formula": "CH4BrCoN2O",
  "method": "the ωB97M-V functional and the def2-TZVPD basis",
  "s_squared": 6.01,
  "spin_multiplicity": 5,
  "e_lumo_ha": [0.017, -0.093],
  "e_tot_ev": -113796.497,
  "e_homo_ev": [-8.05, -9.51],
  "homo_lumo_gap_ev": [8.51, 6.98],
  "symbols": ["Co", "Br", "C", "O", "N", "N", "H", "H", "H", "H"],
  "coordinates": [[3.46345, 0.43565, -3.58042], [1.20537, 1.38511, -3.28214], [-0.15712, -0.42349, 0.77704], [0.82792, -1.11926, 0.42805], [-0.67286, 0.52029, 0.04354], [-0.95013, -0.81167, 1.76868], [-1.01668, 1.35184, 0.50222], [-0.20785, 0.59726, -0.84974], [-0.68910, -1.64464, 2.27673], [-1.80300, -0.29109, 1.91604]],
  "mulliken_charge": [0.311, -0.309, 0.621, -0.669, -0.362, -0.400, 0.228, 0.171, 0.222, 0.187]
}

Record 2
{
  "formula": "CH4BrN2",
  "method": "the ωB97M-V functional and the def2-TZVPD basis",
  "de_lowest_ev": 2.237,
  "total_charge": 1,
  "smiles": "[NH2+]=CNBr",
  "e_lumo_ha": -0.183,
  "e_tot_ev": -74115.678,
  "e_homo_ev": -14.82,
  "homo_lumo_gap_ev": 9.85,
  "symbols": ["C", "N", "N", "Br", "H", "H", "H", "H"],
  "coordinates": [[0.09034, 0.31111, -0.05810], [-1.32811, 0.93526, -0.10014], [0.21758, -0.92540, -0.21042], [-2.80892, -0.04047, 0.25762], [0.89474, 0.93120, 0.01897], [-1.13421, 1.79824, 0.30367], [1.15573, -1.25638, -0.25939], [-0.63800, -1.57167, -0.10445]],
  "mulliken_charge": [0.175, -0.297, -0.204, 0.108, 0.380, 0.307, 0.292, 0.238]
}